This record from the OMol25 dataset describes an isolated molecule of C7H8BrN3O in a non-equilibrium geometry. The level of theory is wB97M-V/def2-TZVPD.

Structure (XYZ):
```
20
C7H8BrN3O (wB97M-V/def2-TZVPD)
C -2.31 0.63 0.63
C -0.41 -1.03 0.38
C 0.82 0.99 -0.09
C 1.98 -0.94 -0.39
C -1.63 1.62 -0.27
C -0.23 1.96 0.27
C -0.46 -2.47 0.57
N 1.99 1.33 -0.47
N 2.70 0.18 -0.67
N 0.70 -0.42 0.00
O 2.31 -2.09 -0.49
Br -3.68 -0.29 -0.26
H -1.58 1.34 -1.33
H -2.25 2.52 -0.20
H -0.31 2.02 1.36
H 0.11 2.92 -0.11
H -0.24 -2.61 1.63
H 0.27 -3.04 -0.01
H -1.47 -2.83 0.41
H 3.67 0.23 -0.96
```

Summary:
LUMO level (alpha / beta) (eV): -0.32 / -1.84
Strongest force on any atom (eV Å⁻¹): 3.54
HOMO level (alpha / beta) (eV): -6.76 / -9.14
2S+1: 3

natural (NBO) population analysis, charges in e, atoms 1 to 5:
1. C 0.02
2. C 0.34
3. C 0.35
4. C 0.72
5. C -0.61

---

This record from the OMol25 dataset describes a structure of composition C21H31F5N4RuSeSi in a non-equilibrium geometry. The level of theory is wB97M-V/def2-TZVPD.

Structure (XYZ):
```
64
C21H31F5N4RuSeSi (wB97M-V/def2-TZVPD)
Ru 0.56 -0.02 -0.21
C 1.87 0.74 3.42
C 1.16 -0.54 3.09
C 0.95 -1.53 4.03
C 0.24 -2.67 3.67
C -0.29 -2.80 2.40
C -0.07 -1.76 1.52
N 0.68 -0.71 1.84
N -0.53 -1.58 0.23
Si -2.24 -1.95 -0.21
C -2.67 -0.97 -1.73
C -3.29 -1.42 1.21
C -2.42 -3.76 -0.54
H 1.44 1.18 4.32
H 1.76 1.46 2.61
H 2.93 0.56 3.62
H 1.34 -1.40 5.03
H 0.08 -3.46 4.40
H -0.87 -3.67 2.10
H -1.95 -0.17 -1.88
H -3.64 -0.50 -1.61
H -2.71 -1.58 -2.63
H -3.10 -0.37 1.46
H -3.10 -2.02 2.10
H -4.35 -1.52 0.96
H -1.73 -4.12 -1.30
H -3.44 -3.95 -0.88
H -2.27 -4.34 0.37
C 0.48 -1.44 -2.82
N 0.94 -0.10 -2.36
C 0.24 0.95 -3.14
C 2.39 0.05 -2.59
C 3.20 -0.80 -1.64
N 2.87 -0.45 -0.25
C 3.34 -1.51 0.66
C 3.53 0.82 0.13
H 0.76 -1.59 -3.87
H -0.60 -1.50 -2.73
H 0.92 -2.22 -2.21
H 0.52 0.89 -4.19
H 0.52 1.93 -2.74
H -0.83 0.83 -3.05
H 2.64 1.10 -2.48
H 2.63 -0.24 -3.62
H 4.27 -0.65 -1.83
H 2.99 -1.85 -1.79
H 4.41 -1.69 0.50
H 2.79 -2.43 0.47
H 3.19 -1.21 1.69
H 4.62 0.71 0.08
H 3.25 1.08 1.15
H 3.22 1.63 -0.52
F -4.37 5.91 -0.30
C -3.34 5.09 -0.17
C -2.07 5.60 0.03
F -1.89 6.91 0.09
C -1.00 4.74 0.17
F 0.21 5.26 0.36
C -1.16 3.36 0.10
Se 0.40 2.29 0.32
C -2.44 2.88 -0.09
F -2.66 1.57 -0.13
C -3.53 3.72 -0.23
F -4.75 3.22 -0.41
```

Summary:
Total charge: +1
LUMO level (alpha / beta) (eV): -4.36 / -4.04
Strongest force on any atom (eV Å⁻¹): 1.88
Energy relative to the best compared isomer or geometry (same formula, charge and spin) (kcal per mole): 0.0
HOMO level (alpha / beta) (eV): -10.58 / -10.64
2S+1: 2

natural (NBO) population analysis, charges in e, atoms 1 to 5:
1. Ru 0.83
2. C -0.67
3. C 0.27
4. C -0.28
5. C -0.11

---

This record from the OMol25 dataset describes a cluster of 12 separate species, C48H132N12O12 in total in a non-equilibrium geometry. The level of theory is wB97M-V/def2-TZVPD.

Structure (XYZ):
```
204
C48H132N12O12 (wB97M-V/def2-TZVPD)
C -2.97 -2.92 3.95
C -3.07 -2.96 2.43
C -2.53 -4.27 1.90
O -1.09 -4.34 2.00
C -0.54 -5.66 1.93
N -4.36 -2.56 1.93
H -3.50 -2.07 4.40
H -1.93 -2.80 4.27
H -3.39 -3.79 4.45
H -2.39 -2.16 2.13
H -2.89 -4.59 0.92
H -2.95 -4.97 2.61
H -0.93 -6.36 1.20
H -0.40 -6.10 2.92
H 0.49 -5.65 1.58
H -4.13 -2.14 1.04
H -4.74 -1.83 2.52
C -1.26 4.11 7.70
C -1.41 2.74 7.06
C -0.83 2.70 5.57
O -1.06 1.36 5.08
C -0.21 1.02 3.96
N -0.86 1.76 7.97
H -2.03 4.73 7.25
H -0.22 4.44 7.61
H -1.48 4.16 8.77
H -2.49 2.63 7.00
H 0.23 2.94 5.57
H -1.40 3.43 4.99
H -0.70 1.28 3.03
H -0.15 -0.07 4.07
H 0.80 1.41 3.85
H 0.05 2.14 8.21
H -0.80 0.89 7.46
C -2.88 2.58 1.61
C -3.68 1.32 1.68
C -4.78 1.39 2.79
O -5.27 -0.01 3.07
C -6.41 -0.26 2.31
N -4.13 0.99 0.39
H -2.12 2.48 0.83
H -2.31 2.73 2.52
H -3.46 3.45 1.30
H -3.00 0.51 1.96
H -5.56 2.10 2.51
H -4.24 1.74 3.67
H -7.20 0.27 2.86
H -6.52 -1.34 2.45
H -6.45 -0.22 1.23
H -4.55 0.07 0.37
H -3.31 0.98 -0.20
C -0.04 7.22 -1.16
C -0.07 5.71 -1.54
C 1.28 5.24 -2.15
O 1.10 3.87 -2.71
C 2.07 3.52 -3.69
N -0.45 4.85 -0.49
H 0.24 8.00 -1.87
H 0.74 7.34 -0.41
H -0.96 7.47 -0.62
H -0.87 5.77 -2.29
H 2.05 5.17 -1.38
H 1.55 5.92 -2.96
H 1.98 2.51 -4.10
H 3.00 3.41 -3.14
H 2.15 4.36 -4.38
H -1.45 4.74 -0.50
H -0.15 3.95 -0.85
C -6.15 -0.83 -2.92
C -5.11 -1.98 -2.86
C -4.83 -2.57 -1.49
O -3.91 -1.76 -0.69
C -2.57 -1.82 -1.12
N -5.70 -3.01 -3.61
H -7.13 -1.13 -2.54
H -6.49 -0.56 -3.92
H -5.84 -0.02 -2.26
H -4.16 -1.71 -3.33
H -4.47 -3.60 -1.56
H -5.66 -2.75 -0.81
H -1.97 -1.58 -0.24
H -2.35 -1.07 -1.88
H -2.25 -2.79 -1.50
H -5.22 -3.90 -3.54
H -5.58 -2.83 -4.59
C 3.77 -2.60 -4.08
C 3.15 -3.04 -5.40
C 1.66 -3.38 -5.13
O 1.53 -4.48 -4.16
C 0.27 -4.88 -3.68
N 3.22 -1.80 -6.25
H 4.70 -2.08 -4.27
H 3.86 -3.49 -3.45
H 3.24 -1.77 -3.61
H 3.75 -3.82 -5.89
H 1.24 -3.71 -6.08
H 1.06 -2.55 -4.76
H 0.35 -5.25 -2.65
H -0.17 -5.64 -4.32
H -0.36 -3.99 -3.62
H 2.65 -1.61 -7.06
H 4.16 -1.78 -6.61
C 2.02 0.38 -1.87
C 0.59 0.08 -1.36
C 0.37 0.48 0.11
O 1.06 -0.21 1.15
C 0.63 -1.55 1.33
N -0.23 0.90 -2.13
H 2.60 -0.51 -1.66
H 2.52 1.25 -1.43
H 1.99 0.48 -2.96
H 0.49 -1.00 -1.51
H -0.69 0.40 0.38
H 0.49 1.56 0.23
H 1.28 -2.14 1.97
H 0.55 -1.99 0.33
H -0.40 -1.55 1.67
H -0.37 0.36 -2.97
H 0.31 1.73 -2.34
C 6.24 0.55 1.55
C 4.74 0.79 1.66
C 4.41 2.11 0.96
O 3.05 2.31 1.20
C 2.65 3.46 0.49
N 4.09 -0.32 0.93
H 6.49 -0.42 1.97
H 6.83 1.25 2.14
H 6.51 0.51 0.49
H 4.40 0.76 2.70
H 4.57 1.96 -0.11
H 5.01 2.90 1.41
H 2.70 3.16 -0.55
H 3.31 4.31 0.68
H 1.61 3.61 0.80
H 3.10 -0.13 0.98
H 4.25 -0.26 -0.07
C 3.69 -3.45 9.18
C 4.40 -3.08 7.83
C 3.45 -2.97 6.60
O 2.94 -4.18 6.00
C 1.79 -4.06 5.22
N 5.15 -1.80 8.15
H 2.81 -2.80 9.17
H 4.37 -3.37 10.02
H 3.24 -4.44 9.09
H 5.17 -3.76 7.48
H 4.00 -2.30 5.95
H 2.63 -2.33 6.92
H 1.78 -3.17 4.58
H 0.90 -3.91 5.82
H 1.68 -4.90 4.54
H 5.76 -1.91 8.96
H 5.85 -1.57 7.45
C 0.54 0.89 -5.97
C 0.04 2.14 -6.66
C 0.53 2.18 -8.17
O 0.31 3.48 -8.62
C 0.65 3.82 -9.87
N -1.40 2.32 -6.48
H 0.39 0.95 -4.89
H 1.62 0.73 -6.07
H 0.09 -0.04 -6.33
H 0.54 3.01 -6.24
H -0.10 1.61 -8.86
H 1.51 1.73 -8.33
H 0.29 3.20 -10.70
H 1.72 3.64 -9.94
H 0.66 4.89 -10.08
H -1.76 2.48 -5.55
H -1.65 3.13 -7.02
C 3.76 -4.73 2.21
C 4.93 -4.11 3.02
C 6.18 -5.02 2.98
O 5.77 -6.32 3.53
C 5.71 -6.45 4.92
N 5.25 -2.79 2.46
H 4.00 -4.68 1.15
H 2.86 -4.11 2.24
H 3.57 -5.77 2.50
H 4.39 -3.98 3.97
H 7.08 -4.61 3.44
H 6.46 -5.23 1.95
H 6.74 -6.26 5.23
H 5.44 -7.47 5.19
H 5.03 -5.72 5.36
H 5.59 -2.12 3.14
H 4.55 -2.23 2.00
C -4.85 4.69 -6.63
C -5.40 4.95 -5.23
C -4.35 4.59 -3.95
O -4.03 3.23 -4.13
C -3.50 2.67 -2.95
N -5.81 6.38 -5.33
H -4.46 3.68 -6.65
H -3.99 5.35 -6.76
H -5.44 4.77 -7.54
H -6.33 4.41 -5.06
H -4.86 4.73 -2.99
H -3.46 5.21 -3.99
H -2.82 3.44 -2.59
H -2.93 1.81 -3.29
H -4.37 2.41 -2.34
H -6.38 6.51 -4.51
H -4.95 6.90 -5.27
```

Summary:
LUMO level (eV): 0.33
Strongest force on any atom (eV Å⁻¹): 3.83
Energy relative to the best compared isomer or geometry (same formula, charge and spin) (kcal per mole): 178.9
HOMO level (eV): -8.53
2S+1: 1

Mulliken population analysis, charges in e, atoms 1 to 5:
1. C -1.70
2. C 2.33
3. C -1.23
4. O -0.02
5. C -0.78